Entry 1:
Density functional theory data (wB97M-V/def2-TZVPD) for a cluster of 12 separate species, C7H32ClN3O12 in total at a distorted geometry.

The geometry in XYZ format:
```
55
Properties=species:S:1:pos:R:3
N 0.320 5.128 2.911
C 0.076 4.045 2.769
C -0.383 2.603 2.595
Cl 0.185 1.609 3.975
C -0.078 1.996 1.183
C -0.146 3.164 0.185
N -0.153 4.090 -0.446
C 1.326 1.352 1.003
C 1.131 0.205 -0.079
O 1.307 -1.094 0.483
C 2.153 0.300 -1.244
N 3.530 0.138 -0.680
H -1.488 2.653 2.678
H -0.909 1.328 0.892
H 1.728 0.852 1.902
H 2.050 2.055 0.544
H 0.098 0.208 -0.502
H 1.032 -1.075 1.414
H 2.038 1.220 -1.841
H 1.950 -0.552 -1.930
H 4.158 -0.185 -1.414
H 3.799 1.081 -0.396
O -1.459 -0.843 1.798
H -1.390 -1.800 1.888
H -2.401 -0.694 1.629
O 1.479 -4.288 0.756
H 1.279 -3.346 0.774
H 0.630 -4.702 0.557
O -3.256 -2.005 -0.006
H -3.610 -1.227 -0.455
H -2.497 -2.260 -0.545
O -1.719 -4.621 0.950
H -1.878 -5.173 1.724
H -2.587 -4.253 0.742
O -2.980 5.236 -2.071
H -2.763 5.795 -2.825
H -2.183 5.258 -1.525
O 3.512 -1.349 2.112
H 3.521 -1.027 1.194
H 4.375 -1.761 2.224
O -4.360 0.137 1.648
H -4.742 0.938 2.025
H -5.001 -0.552 1.861
O 1.216 1.734 -3.769
H 1.004 2.674 -3.739
H 0.370 1.310 -3.961
O 3.065 -4.224 3.730
H 3.086 -5.139 4.030
H 2.860 -4.290 2.787
O -1.929 0.917 -4.214
H -2.598 1.548 -4.505
H -2.330 0.054 -4.369
O -0.486 -1.245 -4.746
H -0.266 -0.673 -5.490
H 0.316 -1.252 -4.211
```

The HOMO energy is -9.689 eV. The SMILES is N#C[C@H](Cl)[C@@H](C#N)C[C@H](O)CN.O.O.O.O.O.O.O.O.O.O.O. As for the multiplicity: 1. The LUMO energy comes out at -0.2 eV. The frontier orbital gap is 0.349 Ha.

Entry 2:
Density functional theory data (wB97M-V/def2-TZVPD) for a cluster of 9 separate species, C7H32O9 in total at a distorted geometry.

The geometry in XYZ format:
```
48
Properties=species:S:1:pos:R:3
O 0.184 -0.742 -0.473
H 0.805 -0.887 -1.224
H 0.428 -1.216 0.300
H -0.341 0.103 -0.535
O -0.512 1.719 -0.542
H -0.621 2.738 -0.620
C -3.283 -0.441 0.517
O -2.816 -0.050 -0.762
H -4.210 0.280 0.824
H -2.531 -0.270 1.257
H -3.578 -1.431 0.033
H -2.203 0.757 -0.690
C 1.447 -0.428 2.932
O 1.102 -1.401 2.043
H 2.427 0.300 2.759
H 1.805 -0.772 3.756
H 0.641 0.217 2.919
H 0.473 -2.008 2.624
C 2.588 -2.431 -2.230
O 2.587 -1.016 -1.841
H 2.710 -2.368 -3.440
H 1.613 -2.893 -1.749
H 3.518 -3.058 -1.966
H 3.447 -0.697 -1.780
C -0.886 0.444 -3.801
O 0.203 0.856 -3.077
H -1.200 1.395 -4.419
H -1.768 -0.065 -3.309
H -0.558 -0.182 -4.687
H -0.006 1.365 -2.294
C -2.238 -3.674 1.635
O -1.171 -3.118 0.868
H -2.687 -2.902 2.239
H -1.657 -4.329 2.287
H -2.984 -4.280 1.066
H -1.090 -3.527 0.028
C 2.897 2.842 -0.329
O 2.070 1.928 0.328
H 4.016 2.548 -0.472
H 2.607 3.588 0.361
H 2.594 2.965 -1.287
H 1.105 1.968 -0.058
C -0.696 3.271 2.503
O -1.341 2.096 1.964
H -0.053 3.049 3.240
H -1.451 4.044 2.468
H -0.097 3.762 1.663
H -1.311 1.973 0.987
```

The HOMO energy is -8.888 eV. The energy above the lowest of the compared OMol25 structures with the same formula, charge and spin is 197.0 kcal/mol. As for the multiplicity: 1. The LUMO energy comes out at 0.3 eV. The frontier orbital gap is 0.336 Ha.

Entry 3:
Density functional theory data (wB97M-V/def2-TZVPD) for a cluster of 11 separate species, C7H35NO10 in total at a distorted geometry.

The geometry in XYZ format:
```
53
Properties=species:S:1:pos:R:3
C 2.809 -3.530 -0.692
C 2.600 -2.164 -0.081
C 2.295 -1.133 -0.863
C 2.181 0.243 -0.195
C 0.924 0.497 0.588
C -0.346 0.319 -0.246
C -1.541 0.642 0.722
N -2.118 1.970 0.459
H 2.077 -3.809 -1.449
H 3.763 -3.589 -1.223
H 2.858 -4.313 0.068
H 2.731 -2.075 0.990
H 2.221 -1.163 -1.940
H 3.137 0.411 0.314
H 2.299 0.995 -0.990
H 0.831 -0.189 1.433
H 0.872 1.495 1.018
H -0.545 1.093 -0.993
H -0.436 -0.677 -0.672
H -2.333 -0.088 0.644
H -1.118 0.596 1.727
H -1.367 2.563 0.103
H -2.379 2.501 1.284
O -2.809 -0.176 -3.180
H -2.737 0.275 -2.328
H -3.538 -0.790 -3.030
O -0.805 -3.389 2.818
H -1.767 -3.398 2.725
H -0.396 -3.494 1.956
O -3.342 -1.630 2.193
H -3.727 -0.855 1.774
H -3.266 -1.451 3.134
O -4.739 0.936 -0.142
H -4.043 1.600 0.064
H -4.603 0.722 -1.070
O 0.786 4.043 0.995
H 1.646 4.129 0.568
H 0.984 3.801 1.916
O -0.808 -2.391 -2.782
H -1.676 -2.043 -3.039
H -0.156 -1.834 -3.217
O 0.461 -0.867 3.606
H 0.561 -1.827 3.637
H 1.192 -0.587 3.050
O -0.042 0.239 -4.583
H -0.898 0.184 -5.026
H 0.375 0.984 -5.026
O 3.230 3.874 -1.117
H 3.553 3.458 -1.926
H 2.271 3.813 -1.191
O 1.547 2.379 3.189
H 0.967 1.612 3.252
H 2.366 2.089 2.777
```

The HOMO energy is -9.313 eV. The energy above the lowest of the compared OMol25 structures with the same formula, charge and spin is 13.2 kcal/mol. The SMILES is C/C=C/CCCCN.O.O.O.O.O.O.O.O.O.O. As for the multiplicity: 1. The LUMO energy comes out at 0.1 eV. The frontier orbital gap is 0.346 Ha.

Entry 4:
Density functional theory data (wB97M-V/def2-TZVPD) for a cluster of 13 separate species, C7H37NO12 in total at a distorted geometry.

The geometry in XYZ format:
```
57
Properties=species:S:1:pos:R:3
C -1.446 1.712 -0.888
C -0.809 0.343 -0.609
N -1.669 0.674 2.136
C -0.341 0.488 1.845
C 0.115 0.385 0.558
C 1.572 0.304 0.315
C 2.190 -0.727 -0.265
C 3.652 -0.744 -0.531
H -0.743 2.434 -1.296
H -1.899 2.102 0.008
H -2.241 1.624 -1.621
H -0.291 -0.008 -1.512
H -1.601 -0.396 -0.395
H -1.898 0.518 3.113
H -2.396 0.225 1.559
H 0.329 0.573 2.694
H 2.167 1.163 0.630
H 1.669 -1.591 -0.651
H 3.862 -0.549 -1.596
H 4.122 -1.689 -0.273
H 4.225 0.021 -0.002
H 1.426 1.197 -2.535
H 0.976 1.041 -4.035
O 1.263 0.525 -3.275
H 2.072 2.910 1.812
H 2.654 1.656 2.650
O 2.829 2.569 2.329
H -3.560 -1.522 -0.747
H -3.729 -1.736 0.774
O -4.088 -1.211 0.024
H -0.006 2.994 0.936
H 0.561 4.410 0.779
O 0.800 3.477 0.704
H -1.874 -1.790 -2.536
H -3.367 -1.644 -2.859
O -2.765 -2.029 -2.215
H 1.999 -0.816 2.739
H 3.445 -0.396 2.527
O 2.645 -0.137 2.993
H 0.876 -2.614 1.734
H 1.542 -3.050 3.066
O 1.094 -2.317 2.628
H 0.233 -2.293 -3.642
H 0.385 -0.864 -2.994
O -0.133 -1.736 -2.942
H -1.580 -2.239 0.770
H -1.364 -2.165 2.275
O -2.039 -2.022 1.603
H -4.469 0.512 0.102
H -3.872 1.701 0.846
O -4.572 1.479 0.231
H -0.315 -2.384 -1.328
H -0.877 -3.767 -0.810
O -0.491 -2.932 -0.523
H 1.304 2.842 -0.900
H 2.688 2.780 -1.622
O 1.740 2.710 -1.774
```

The HOMO energy (spin up / spin down) is -13.110 / -13.302 eV. The energy above the lowest of the compared OMol25 structures with the same formula, charge and spin is 0.0 kcal/mol. The charge is +1. As for the multiplicity: 2. The expectation value of S² is 0.76. The LUMO energy (spin up / spin down) comes out at -3.1 / -6.6 eV. The frontier orbital gap (spin up / spin down) is 0.366 / 0.245 Ha.

Entry 5:
Density functional theory data (wB97M-V/def2-TZVPD) for a cluster of 12 separate species, C7H39NO11 in total at a distorted geometry.

The geometry in XYZ format:
```
58
Properties=species:S:1:pos:R:3
C -0.300 -1.643 1.642
C -0.990 -1.665 0.263
N -0.368 -0.738 -0.709
C 0.730 0.130 -0.300
C 1.573 0.765 -1.435
C 1.778 2.275 -1.217
C 2.992 2.545 -0.278
C 1.947 3.070 -2.542
H 0.203 -0.737 1.963
H -1.089 -1.919 2.328
H 0.434 -2.460 1.710
H -1.113 -2.646 -0.191
H -2.031 -1.396 0.528
H -1.065 -0.051 -0.983
H 1.374 -0.374 0.429
H 0.431 0.986 0.322
H 2.576 0.296 -1.623
H 1.080 0.461 -2.371
H 0.824 2.519 -0.725
H 3.879 2.615 -0.912
H 3.111 1.753 0.447
H 2.718 3.522 0.095
H 2.039 4.139 -2.324
H 1.003 2.852 -3.057
H 2.806 2.677 -3.064
O -3.035 2.484 1.364
H -2.449 3.076 1.844
H -2.478 1.778 1.028
O 0.398 -3.109 4.027
H -0.493 -2.958 4.355
H 0.994 -2.458 4.422
O -3.579 0.103 -1.551
H -3.258 -0.252 -0.725
H -4.018 0.947 -1.628
O 1.252 -3.331 -1.899
H 1.763 -3.662 -1.149
H 1.722 -2.544 -2.193
O -1.545 -2.241 -3.674
H -1.993 -2.184 -2.820
H -0.717 -2.676 -3.425
O 2.672 -3.638 2.120
H 1.803 -3.959 2.423
H 3.029 -2.942 2.670
O 0.927 2.690 2.233
H 0.651 2.414 3.114
H 1.828 2.996 2.410
O -1.673 0.252 -4.607
H -1.416 -0.691 -4.637
H -2.289 0.408 -3.892
O -1.228 2.287 -2.175
H -1.086 1.613 -2.859
H -2.113 2.578 -2.431
O -4.474 -1.042 2.203
H -4.342 -0.148 2.506
H -3.763 -1.669 2.120
O 1.679 -0.418 4.574
H 0.719 -0.429 4.585
H 1.971 -0.253 3.671
```

The HOMO energy is -8.847 eV. The energy above the lowest of the compared OMol25 structures with the same formula, charge and spin is 104.1 kcal/mol. The SMILES is CCNCCC(C)C.O.O.O.O.O.O.O.O.O.O.O. As for the multiplicity: 1. The LUMO energy comes out at -0.4 eV. The frontier orbital gap is 0.310 Ha.

> What is the formula in the fourth record?

C7H37NO12

Please write out number 2 again, unchanged.
Density functional theory data (wB97M-V/def2-TZVPD) for a cluster of 9 separate species, C7H32O9 in total at a distorted geometry.

The geometry in XYZ format:
```
48
Properties=species:S:1:pos:R:3
O 0.184 -0.742 -0.473
H 0.805 -0.887 -1.224
H 0.428 -1.216 0.300
H -0.341 0.103 -0.535
O -0.512 1.719 -0.542
H -0.621 2.738 -0.620
C -3.283 -0.441 0.517
O -2.816 -0.050 -0.762
H -4.210 0.280 0.824
H -2.531 -0.270 1.257
H -3.578 -1.431 0.033
H -2.203 0.757 -0.690
C 1.447 -0.428 2.932
O 1.102 -1.401 2.043
H 2.427 0.300 2.759
H 1.805 -0.772 3.756
H 0.641 0.217 2.919
H 0.473 -2.008 2.624
C 2.588 -2.431 -2.230
O 2.587 -1.016 -1.841
H 2.710 -2.368 -3.440
H 1.613 -2.893 -1.749
H 3.518 -3.058 -1.966
H 3.447 -0.697 -1.780
C -0.886 0.444 -3.801
O 0.203 0.856 -3.077
H -1.200 1.395 -4.419
H -1.768 -0.065 -3.309
H -0.558 -0.182 -4.687
H -0.006 1.365 -2.294
C -2.238 -3.674 1.635
O -1.171 -3.118 0.868
H -2.687 -2.902 2.239
H -1.657 -4.329 2.287
H -2.984 -4.280 1.066
H -1.090 -3.527 0.028
C 2.897 2.842 -0.329
O 2.070 1.928 0.328
H 4.016 2.548 -0.472
H 2.607 3.588 0.361
H 2.594 2.965 -1.287
H 1.105 1.968 -0.058
C -0.696 3.271 2.503
O -1.341 2.096 1.964
H -0.053 3.049 3.240
H -1.451 4.044 2.468
H -0.097 3.762 1.663
H -1.311 1.973 0.987
```

The HOMO energy is -8.888 eV. The energy above the lowest of the compared OMol25 structures with the same formula, charge and spin is 197.0 kcal/mol. As for the multiplicity: 1. The LUMO energy comes out at 0.3 eV. The frontier orbital gap is 0.336 Ha.

> Which of these has the highest multiplicity?

C7H37NO12

> Look up the multiplicity of the fifth one.

1